Entry one
Density functional theory data (ωB97M-V with the def2-TZVPD basis set) for a single C3H6OS molecule.

The geometry in XYZ format:
```
11
Properties=species:S:1:pos:R:3
C 0.055 -0.121 0.964
C 0.332 0.266 -0.433
C -0.264 -0.520 -1.569
H 0.253 1.140 2.994
H 0.931 -0.574 1.523
H -0.777 -0.858 0.939
H 1.419 0.766 -0.522
H 0.262 -0.822 -2.596
H -0.969 -1.620 -1.569
O -0.598 0.869 -1.451
S -0.646 1.476 1.721
```

Calculated values
- HOMO: -0.3398 Eh
- SMILES: SC[C@H]1CO1
- Spin multiplicity: 1
- Orbital gap: 9.66 eV

Charges per atom according to Löwdin partitioning, unit e: -0.52 -0.41 -0.20 -0.02 0.10 0.07 0.18 0.12 0.17 -0.08 0.60

=====

Entry two
Density functional theory data (ωB97M-V with the def2-TZVPD basis set) for a single C3H6OS molecule.

The geometry in XYZ format:
```
11
Properties=species:S:1:pos:R:3
C -0.415 1.248 -0.345
C 0.931 0.398 0.201
C -0.512 -1.430 -0.014
H -0.552 2.232 0.429
H -0.554 1.488 -1.340
H 0.801 0.239 1.294
H 2.090 0.809 0.038
H -0.505 -2.152 -0.800
H -0.469 -1.766 1.088
O 0.855 -0.916 -0.483
S -1.670 -0.151 -0.068
```

Calculated values
- HOMO: -0.3232 Eh
- SMILES: C1CSCO1
- Spin multiplicity: 1
- Orbital gap: 9.69 eV

Charges per atom according to Löwdin partitioning, unit e: -0.35 -0.24 -0.54 0.14 0.00 0.09 0.16 0.07 0.10 -0.25 0.81

=====

Entry three
Density functional theory data (ωB97M-V with the def2-TZVPD basis set) for 4 unconnected molecules or ions with the total composition C3H6OS.

The geometry in XYZ format:
```
11
Properties=species:S:1:pos:R:3
C 0.104 -1.624 0.335
C -0.272 -0.127 0.105
C 0.905 0.917 0.512
H 1.597 -1.309 0.478
H -0.549 -2.032 1.643
H -0.320 -2.244 -1.065
H 0.768 1.992 -0.046
H 0.881 1.113 1.618
H 2.154 -0.086 -0.504
O 2.127 0.292 0.442
S -1.623 0.327 -0.711
```

Calculated values
- HOMO: -0.3160 Eh
- Spin multiplicity: 1
- Orbital gap: 8.03 eV

Charges per atom according to Löwdin partitioning, unit e: -0.21 -0.92 -0.33 0.18 0.19 0.19 0.16 0.12 0.13 -0.15 0.64

=====

Which structure is the most stable? The one labeled entry two.

=====

Entry one
Density functional theory data (ωB97M-V with the def2-TZVPD basis set) for a gas-phase ion, C7H15N2 (charge +1).

The geometry in XYZ format:
```
24
Properties=species:S:1:pos:R:3
C -0.478 0.041 -1.080
C 1.452 -1.807 0.161
C -1.331 0.288 1.099
C 0.208 0.557 1.217
C -2.804 -0.407 -0.638
C 1.207 1.754 -0.765
C 1.753 -0.464 -0.391
N -1.529 0.023 -0.341
N 0.668 0.511 -0.230
H 1.067 -1.963 1.113
H 0.694 -2.318 -0.336
H -1.543 -0.583 1.813
H -1.907 1.273 1.506
H 0.286 1.450 1.710
H 0.701 -0.110 1.750
H -2.937 -0.179 -1.792
H -3.017 -1.487 -0.698
H -3.451 0.242 -0.079
H 0.514 2.527 -0.420
H 2.140 2.028 -0.419
H 1.387 1.813 -1.791
H 2.732 -0.195 0.174
H 2.147 -2.579 -0.030
H 2.039 -0.416 -1.532
```

Calculated values
- HOMO: -0.5061 Eh
- Net charge: +1
- Spin multiplicity: 1
- Orbital gap: 10.68 eV

Charges per atom according to Löwdin partitioning, unit e: 0.10 -0.07 -0.06 -0.04 -0.06 0.00 -0.20 -0.18 -0.28 0.07 0.07 0.16 0.18 0.11 0.07 0.15 0.12 0.10 0.13 0.09 0.10 0.17 0.09 0.18

=====

Entry two
Density functional theory data (ωB97M-V with the def2-TZVPD basis set) for a gas-phase ion, C7H15N2 (charge +1).

The geometry in XYZ format:
```
24
Properties=species:S:1:pos:R:3
C 1.618 -0.113 0.028
C -0.177 -1.128 -1.032
C 0.153 0.756 0.400
C -0.925 -0.313 0.086
C 0.473 2.023 -0.456
C -0.968 -1.145 1.336
C -2.419 0.045 -0.344
N 1.280 -0.977 -0.911
N 2.733 0.205 0.644
H -0.563 -2.218 -1.012
H -0.247 -0.942 -2.061
H 0.391 1.143 1.474
H 0.856 1.786 -1.470
H 1.303 2.461 0.128
H -0.375 2.686 -0.420
H -1.306 -0.519 2.162
H 0.099 -1.591 1.449
H -1.684 -1.963 1.140
H -2.616 0.866 0.291
H -3.207 -0.725 -0.206
H -2.469 0.520 -1.344
H 1.786 -1.521 -1.532
H 2.717 0.984 1.263
H 3.544 -0.322 0.388
```

Calculated values
- HOMO: -0.5335 Eh
- Net charge: +1
- SMILES: C[C@@H]1C(=[NH2+])NCC1(C)C
- Spin multiplicity: 1
- Orbital gap: 11.62 eV

Charges per atom according to Löwdin partitioning, unit e: -0.23 -0.09 -0.16 -0.48 -0.04 -0.06 0.00 0.12 0.24 0.17 0.11 0.17 0.10 0.08 0.08 0.10 0.12 0.10 0.06 0.10 0.09 0.14 0.13 0.14

=====

Which structure is the most stable? The one labeled entry two.

=====

Entry one
Density functional theory data (ωB97M-V with the def2-TZVPD basis set) for 2 unconnected molecules or ions with the total composition C4H15N2O2.

The geometry in XYZ format:
```
23
Properties=species:S:1:pos:R:3
N -0.994 0.384 1.433
C 0.522 0.262 1.311
C 0.903 -1.205 1.525
O -0.253 -1.930 1.997
C 0.806 0.892 -0.028
N 0.153 0.131 -1.122
C 0.833 -0.903 -1.865
H -1.468 -0.151 2.159
H -1.302 -0.019 0.528
H -1.307 1.354 1.492
H 1.002 0.934 2.048
H 1.752 -1.438 2.175
H 1.019 -1.592 0.481
H 0.066 -2.586 2.611
H 0.343 1.896 -0.177
H 1.867 1.058 -0.231
H -0.212 0.878 -1.680
H 1.817 -1.300 -1.670
H 1.119 -0.577 -2.891
H 0.124 -1.683 -2.199
H -2.945 1.483 -1.925
H -1.772 2.357 -2.335
O -2.072 1.757 -1.635
```

Calculated values
- HOMO: -0.4692 Eh
- Net charge: +1
- Spin multiplicity: 1
- Orbital gap: 9.87 eV

Charges per atom according to Löwdin partitioning, unit e: 0.21 -0.24 -0.14 -0.06 -0.17 -0.13 -0.13 0.16 0.15 0.17 0.16 0.14 0.11 0.10 0.14 0.14 0.06 0.08 0.09 0.09 0.06 0.07 -0.05

=====

Entry two
Density functional theory data (ωB97M-V with the def2-TZVPD basis set) for 3 unconnected molecules or ions with the total composition C4H15N2O2.

The geometry in XYZ format:
```
23
Properties=species:S:1:pos:R:3
C -1.110 0.942 -0.596
C 0.217 1.255 -1.248
C 1.364 0.353 -0.819
C 2.271 0.701 0.080
N 1.288 -0.942 -1.402
N -1.396 -0.498 -0.568
H -1.155 1.495 0.338
H -1.892 1.509 -1.102
H 0.158 1.195 -2.345
H 0.587 2.285 -1.196
H 3.078 0.040 0.369
H 2.226 1.602 0.671
H 2.112 -1.517 -1.282
H 1.189 -0.851 -2.411
H -2.381 -0.752 -0.660
H -0.799 -1.022 -1.224
H -1.184 -1.044 0.287
H -0.925 -3.049 2.089
H 0.425 -3.397 1.504
O -0.399 -3.014 1.258
H -0.716 1.174 3.149
H -1.573 2.238 2.650
O -1.387 1.297 2.459
```

Calculated values
- HOMO: -0.4559 Eh
- Net charge: +1
- Spin multiplicity: 1
- Orbital gap: 9.55 eV

Charges per atom according to Löwdin partitioning, unit e: -0.16 -0.14 -0.42 0.06 0.07 0.20 0.10 0.14 0.12 0.13 0.07 0.07 0.10 0.10 0.18 0.13 0.14 0.07 0.03 -0.05 0.06 0.07 -0.07

=====

Which structure is the most stable? The one labeled entry two.